[1]
Molecular formula: C46H39Cl3N10O9STi
Method: DFT, wB97M-V/def2-TZVPD

Each line ends with the Mulliken charge.
Geometry (Å):
Ti -0.0070 0.0570 -0.1021  -0.631
C 11.2303 -6.0130 4.0053  -0.821
O 10.1758 -6.7600 3.4327  -0.394
C 9.1133 -6.1468 2.9323  0.797
C 8.0948 -6.9943 2.4470  -0.749
C 6.9066 -6.4783 2.0202  -0.242
C 6.7003 -5.0792 1.9962  0.185
C 7.7586 -4.2298 2.3916  -0.277
C 8.9224 -4.7529 2.8913  -0.625
N 5.4623 -4.6578 1.6739  -0.443
N 5.2136 -3.4337 1.4556  0.143
C 3.9796 -3.0612 1.0438  -0.241
C 3.0646 -3.9326 0.4339  -0.679
C 1.7938 -3.5374 0.0557  -1.096
C 1.4009 -2.2122 0.2370  0.929
O 0.2172 -1.6899 -0.0355  -0.215
C 2.3399 -1.2840 0.7542  -0.042
N 1.8809 -0.0114 0.8274  0.798
C 2.7222 0.9316 1.2250  -0.252
C 4.0348 0.6483 1.5972  -1.581
C 4.4972 -0.6551 1.5779  -0.355
C 3.6391 -1.6753 1.1540  0.598
H 11.9529 -6.7475 4.3560  0.238
H 10.8802 -5.4155 4.8515  0.346
H 11.6976 -5.3623 3.2629  0.350
H 8.2817 -8.0557 2.4619  0.430
H 6.1140 -7.1240 1.6766  0.433
H 7.5921 -3.1616 2.3765  0.373
H 9.6820 -4.0852 3.2669  0.409
H 3.3747 -4.9546 0.2876  0.550
H 1.1037 -4.2538 -0.3637  0.548
H 2.3487 1.9523 1.2439  0.558
H 4.6818 1.4590 1.8903  0.546
H 5.5105 -0.8945 1.8572  0.589
C -11.7925 -2.8985 -6.5210  -0.842
O -11.4059 -2.9332 -5.1615  -0.451
C -10.1682 -2.5847 -4.8076  0.859
C -9.1552 -2.2018 -5.6950  -0.643
C -7.9205 -1.8263 -5.2152  -0.737
C -7.6574 -1.8159 -3.8421  0.425
C -8.6695 -2.2305 -2.9574  -0.560
C -9.8963 -2.6088 -3.4286  -0.599
C -6.4006 -1.4076 -3.2880  0.241
N -6.1609 -1.3797 -1.9876  -0.810
C -4.8836 -0.9973 -1.8443  0.631
C -4.2898 -0.7742 -3.1045  -0.290
N -5.2857 -1.0304 -4.0024  -0.088
C -2.9137 -0.4946 -3.2419  0.198
C -2.2135 -0.3440 -4.4546  -0.477
C -0.8425 -0.2739 -4.4299  -1.443
C -0.1673 -0.3250 -3.2018  -0.045
N -0.8024 -0.3453 -2.0453  0.578
C -2.1486 -0.4259 -2.0367  0.496
C -2.7673 -0.5520 -0.7505  0.033
N -1.9802 -0.4509 0.3457  0.545
C -2.5072 -0.7506 1.5244  0.195
C -3.8437 -1.1026 1.7106  -1.462
C -4.6816 -1.1448 0.6200  -0.410
C -4.1413 -0.8812 -0.6413  0.260
H -12.8414 -3.1873 -6.5306  0.247
H -11.2196 -3.6135 -7.1188  0.344
H -11.6938 -1.8922 -6.9392  0.350
H -9.3329 -2.1907 -6.7581  0.421
H -7.1595 -1.5332 -5.9240  0.252
H -8.4528 -2.2390 -1.9024  0.518
H -10.6831 -2.9204 -2.7612  0.440
H -5.2322 -0.9759 -5.0059  0.204
H -2.7534 -0.3028 -5.3883  0.524
H -0.2717 -0.1935 -5.3417  0.470
H 0.9172 -0.3472 -3.1711  0.633
H -1.8426 -0.7302 2.3779  0.339
H -4.2007 -1.3453 2.6974  0.516
H -5.7280 -1.3941 0.6884  0.656
C 1.1868 -0.3471 9.5155  -1.370
C 1.4509 -0.1444 8.0396  -0.217
S 1.5798 1.6567 7.7684  1.215
O 2.8710 2.1015 8.1802  -0.660
O 0.4045 2.2971 8.2713  -0.627
C 1.5167 1.8473 5.9203  -0.426
C 0.0664 1.7286 5.5012  -1.255
N -0.1269 1.7637 4.0602  0.446
C 0.0887 0.7505 3.1967  0.463
N -0.2616 1.0870 1.9505  1.358
C -0.7232 2.3621 2.0195  -1.435
C -0.6281 2.8056 3.3158  -0.360
N -0.9519 4.1189 3.7930  1.096
O -0.5881 4.4169 4.9039  -0.623
O -1.5506 4.8133 3.0118  -0.604
C 0.6003 -0.5802 3.6095  -1.896
H 0.9805 -1.3917 9.7348  0.381
H 0.3294 0.2536 9.8102  0.390
H 2.0473 -0.0260 10.0956  0.359
H 0.6244 -0.5049 7.4346  0.231
H 2.3910 -0.5825 7.7167  0.387
H 2.1731 1.0959 5.4937  0.281
H 1.9047 2.8440 5.7292  0.364
H -0.4719 2.5620 5.9634  0.656
H -0.3677 0.7970 5.8710  0.207
H -1.0992 2.8953 1.1652  0.906
H 0.0378 -0.9545 4.4651  0.602
H 1.6466 -0.5180 3.9090  0.276
H 0.5157 -1.2900 2.7847  0.377
Cl -0.3433 3.9159 -2.9152  -0.091
C 1.0046 3.3019 -1.9538  0.829
Cl 2.4564 3.1083 -2.9333  -0.096
Cl 1.3264 4.3764 -0.5656  -0.095
C 0.5908 1.9872 -1.3168  -0.269
O 1.3567 1.0083 -1.3457  -0.295
O -0.5142 1.9155 -0.7382  -0.203

Cartesian forces, eV/Å:
0.3 1.1 1.4
0.4 0.3 0.2
-0.1 -0.3 -0.1
-0.7 0.1 -0.2
0.4 0.0 0.1
-0.1 0.5 0.0
1.5 0.1 0.5
-0.6 -0.2 0.0
0.4 -0.1 0.1
-2.6 0.5 -1.3
2.9 -0.2 1.0
-1.7 -0.7 -0.8
0.9 0.2 0.6
-0.9 1.0 0.0
2.3 -1.2 0.6
-0.6 -1.2 0.0
0.0 -0.9 -0.1
0.7 -0.4 0.2
-0.1 0.2 0.1
0.0 -0.1 0.1
-0.2 0.2 0.0
-0.4 -0.1 -0.2
-0.1 0.1 0.0
0.0 0.0 -0.1
0.0 0.0 0.0
0.0 -0.1 0.0
-0.1 -0.1 0.0
0.1 0.0 0.0
0.1 0.0 0.0
0.0 -0.1 0.0
-0.1 0.0 -0.1
0.0 -0.1 0.0
0.0 0.1 0.0
0.1 0.0 0.0
-0.1 0.0 -0.4
-0.1 -0.1 0.3
0.4 0.2 0.2
-0.5 -0.1 -0.2
0.2 0.1 0.6
-0.7 -0.2 -0.6
0.3 0.1 -0.3
-0.2 0.0 -0.3
0.6 0.1 0.5
-0.5 -0.1 0.1
0.6 0.2 -1.3
-0.2 0.0 1.3
-0.3 -0.1 -0.1
0.6 0.0 0.4
0.2 0.0 0.3
-0.1 -0.1 0.1
0.3 0.0 -0.4
-0.3 0.2 -0.4
-0.7 -0.1 -0.6
-1.0 -0.3 -0.1
-0.9 0.0 -0.1
0.0 -0.1 0.4
0.0 0.0 -0.3
0.3 0.1 0.1
0.7 0.2 -0.1
0.1 0.0 0.0
0.0 0.1 0.1
0.0 -0.1 0.0
0.0 0.0 -0.1
0.0 0.0 -0.1
-0.1 0.0 0.1
-0.1 0.0 0.1
0.0 0.0 0.0
0.0 0.0 -0.1
0.1 0.0 0.0
-0.2 0.1 0.0
-0.1 0.1 -0.1
0.0 0.0 0.1
-0.1 -0.1 0.1
0.0 0.1 0.2
0.0 0.8 0.0
0.3 -0.5 -1.2
0.5 0.0 0.1
-0.5 0.0 0.1
-0.2 -0.2 1.0
-0.1 -0.1 0.8
0.0 0.2 -0.6
0.0 -0.2 0.1
0.1 -0.1 -0.1
-0.3 0.9 0.5
-0.1 -0.7 -1.2
0.0 -0.3 -0.3
0.2 0.3 0.5
-0.2 0.3 -0.2
0.0 0.0 0.0
0.0 0.0 0.0
-0.1 -0.1 0.1
0.0 0.0 0.1
-0.1 -0.1 -0.2
0.1 0.0 -0.1
0.1 -0.1 -0.1
0.1 0.1 0.0
0.0 -0.4 -0.3
0.0 0.0 -0.1
0.0 0.1 0.1
0.0 -0.1 0.0
0.1 -0.1 0.0
0.0 0.1 0.2
0.2 -0.1 0.1
0.2 0.5 -0.2
-0.3 0.1 0.1
0.0 0.0 -0.1
0.3 1.3 -0.8
0.2 -0.6 -0.1
-0.9 0.4 0.2

The calculation puts the HOMO-LUMO gap at 5.252 eV. Its charge is +2. For the energy above the lowest of the compared OMol25 structures with the same formula, charge and spin, the calculation gives 0.741 eV.


[2]
Molecular formula: C46H39ClIrN4O4P2S
Method: DFT, wB97M-V/def2-TZVPD

Each line ends with the Mulliken spin population.
Geometry (Å):
Ir -0.5494 0.0169 -0.4640  0.020
Cl 0.0827 -0.3922 1.8302  -0.002
C 1.7760 -0.4656 2.3457  -0.026
C 1.9913 0.1687 3.5524  0.000
C 3.2881 0.2475 4.0424  0.010
C 4.3386 -0.2926 3.3168  0.002
C 4.0912 -0.9302 2.1108  0.031
C 2.7898 -1.0631 1.6108  0.127
P 2.5643 -1.9620 0.0622  0.256
C 2.3525 -3.6730 0.3681  0.099
C 2.3413 -4.5328 -0.7482  0.065
C 2.2610 -5.8966 -0.5566  -0.029
C 2.1636 -6.4053 0.7355  0.072
C 2.1471 -5.5592 1.8420  -0.016
C 2.2312 -4.1925 1.6672  0.046
C 3.9367 -1.6723 -1.0257  0.113
C 3.9301 -0.5326 -1.8328  -0.026
C 5.0219 -0.2666 -2.6402  -0.007
C 6.1061 -1.1362 -2.6472  0.026
C 6.1059 -2.2795 -1.8549  -0.005
C 5.0185 -2.5625 -1.0471  0.047
H 1.1670 0.6147 4.0909  0.000
H 3.4703 0.7557 4.9797  0.000
H 5.3528 -0.2237 3.6853  0.001
H 4.9151 -1.3611 1.5571  0.006
H 2.4066 -4.1291 -1.7517  -0.002
H 2.2557 -6.5645 -1.4065  0.000
H 2.0840 -7.4744 0.8816  0.002
H 2.0779 -5.9730 2.8383  0.001
H 2.2232 -3.5333 2.5257  0.005
H 3.0687 0.1278 -1.8448  0.055
H 5.0232 0.6106 -3.2722  0.000
H 6.9550 -0.9287 -3.2848  0.001
H 6.9498 -2.9555 -1.8714  0.001
H 5.0132 -3.4566 -0.4367  0.002
O 0.9927 0.8906 -1.6607  0.070
S 0.0653 1.0697 -2.8512  0.009
O 0.5902 0.6625 -4.0963  -0.002
O -1.1576 0.3158 -2.3344  0.003
C -0.4069 2.7349 -2.8565  -0.001
C -0.4829 3.4025 -4.0664  0.000
C -0.7702 4.7593 -4.0573  0.000
C -0.9090 5.4178 -2.8496  0.000
C -0.8375 4.7252 -1.6451  0.000
C -0.6485 3.3485 -1.6183  0.001
P -0.6674 2.3811 -0.0481  -0.002
C -2.0957 2.8837 0.9748  -0.001
C -2.6703 1.9219 1.8040  -0.001
C -3.6522 2.2608 2.7269  0.000
C -4.0843 3.5690 2.8422  0.000
C -3.5351 4.5396 2.0170  0.000
C -2.5552 4.2032 1.1006  0.000
C 0.7987 2.9968 0.8284  -0.002
C 2.0301 2.3506 0.6902  -0.020
C 3.1684 2.8710 1.2862  0.002
C 3.0922 4.0438 2.0228  0.000
C 1.8727 4.6872 2.1724  0.000
C 0.7298 4.1665 1.5858  -0.001
H -0.2845 2.8740 -4.9889  0.000
H -0.8441 5.3030 -4.9888  0.000
H -1.0661 6.4879 -2.8344  0.000
H -0.8913 5.2908 -0.7314  0.000
H -2.3522 0.8943 1.7535  0.000
H -4.0776 1.4928 3.3593  0.000
H -4.8402 3.8355 3.5686  0.000
H -3.8642 5.5672 2.0910  0.000
H -2.1822 4.9911 0.4725  0.000
H 2.1074 1.4561 0.0896  0.020
H 4.1162 2.3621 1.1680  0.000
H 3.9800 4.4576 2.4822  0.000
H 1.8085 5.6017 2.7464  0.000
H -0.2139 4.6683 1.7522  0.000
O -2.3738 -0.6445 0.1063  -0.012
C -3.3045 -0.8034 -0.7511  0.001
C -4.0239 0.3289 -1.4021  -0.001
C -5.4502 0.2537 -0.7610  0.000
C -5.5413 -0.3792 0.6560  0.000
C -5.6376 -1.9185 0.7386  0.000
C -4.3456 -2.6581 0.3765  0.000
N -3.8624 -2.0034 -0.8627  0.000
H -4.0695 0.2254 -2.4860  0.000
H -3.5180 1.2627 -1.1673  0.000
H -6.1073 -0.3038 -1.4321  0.000
H -5.8421 1.2693 -0.7190  0.000
H -6.4381 0.0251 1.1253  0.000
H -4.7056 -0.0354 1.2675  0.000
H -6.4398 -2.2556 0.0753  0.000
H -5.9282 -2.2087 1.7496  0.000
H -4.5056 -3.7162 0.1875  0.000
H -3.5712 -2.5625 1.1334  0.000
H -4.5698 -2.0337 -1.5887  0.000
N -0.3091 -1.9999 -0.7019  -0.023
C -0.6369 -3.0068 -1.1955  0.014
C -1.0089 -4.2248 -1.6775  0.053
C -1.9712 -4.9599 -0.9359  -0.012
N -2.7596 -5.5004 -0.2927  0.021
C -0.4114 -4.6954 -2.8773  -0.009
N 0.1174 -5.0664 -3.8305  0.018

Cartesian forces, eV/Å:
0.0 1.9 0.7
-0.1 -0.4 0.1
-0.2 0.3 0.0
0.2 0.1 0.0
-0.1 0.0 0.0
0.0 0.0 -0.1
0.0 -0.1 0.1
0.1 0.2 -0.1
-0.2 0.0 0.0
0.1 -0.3 0.1
0.0 0.2 0.1
-0.1 -0.1 0.1
0.0 0.0 0.0
0.0 0.0 -0.1
-0.1 0.1 -0.1
0.0 0.0 0.0
0.0 0.1 0.0
0.0 -0.1 0.0
0.0 0.0 0.0
0.0 0.0 0.0
0.0 0.0 -0.1
0.0 0.0 0.0
0.0 0.0 0.0
0.0 0.0 0.0
0.0 0.0 0.0
0.0 0.0 0.0
0.0 0.0 0.0
0.0 0.0 0.0
0.0 0.0 0.0
0.0 0.0 0.0
0.2 -0.1 0.0
0.0 0.0 0.0
0.0 0.0 0.0
0.0 0.0 0.0
0.0 0.0 0.0
0.1 -0.5 -0.2
0.2 -0.5 0.1
-0.2 0.0 -0.1
-0.1 -0.2 -0.9
-0.1 0.1 0.1
0.2 0.0 0.1
0.0 0.0 -0.1
0.0 0.0 0.0
0.0 0.0 0.0
0.0 0.1 0.0
-0.4 -0.3 0.2
0.0 0.3 0.0
0.1 -0.1 0.1
0.0 -0.1 0.0
0.0 0.0 0.0
0.0 0.0 0.0
-0.1 -0.1 -0.2
0.2 -0.1 0.1
0.0 0.1 -0.1
-0.1 0.0 0.0
0.0 0.0 0.0
0.0 0.0 0.0
0.0 0.0 0.1
0.0 0.0 0.0
0.0 0.0 0.0
0.0 0.0 0.0
0.0 0.0 0.0
0.0 -0.1 0.0
0.0 0.0 0.0
0.0 0.0 0.0
0.0 0.0 0.0
0.0 0.0 0.0
0.1 0.0 0.1
0.0 0.0 0.0
0.0 0.0 0.0
0.0 0.0 0.0
0.0 0.0 0.0
-0.5 -0.3 0.5
0.3 -0.2 0.2
0.0 0.0 0.0
0.0 0.0 0.0
0.0 0.0 -0.1
0.1 0.1 0.0
-0.1 -0.1 0.0
-0.1 0.0 -0.2
0.0 0.0 0.0
0.0 0.0 0.0
0.0 0.0 0.0
0.0 0.0 0.0
0.0 0.0 0.0
0.1 0.1 0.1
0.0 0.0 0.0
0.0 0.0 0.0
0.0 0.0 0.0
0.0 0.0 0.0
0.0 0.0 0.0
0.6 0.1 -0.6
-0.3 -0.3 0.0
0.1 0.1 0.0
-0.1 0.0 0.0
0.0 0.0 0.0
0.0 -0.1 0.0
0.0 0.0 0.0

The calculation puts the HOMO-LUMO gap (alpha / beta) at 6.926 / 4.852 eV. The expectation value of S² is 0.761. Its charge is +2. As for the spin multiplicity: 2. For the energy above the lowest of the compared OMol25 structures with the same formula, charge and spin, the calculation gives 0.909 eV.